Density functional theory data (the ωB97M-V functional and the def2-TZVPD basis) for C3H5BiO2 as an isolated structure.

Output
- <S²> = 0.756
- orbital gap (alpha / beta) (Ha) = 0.277 / 0.330
- E_tot (a.u.) = -481.9187
- net charge = +1
- multiplicity = 2

Geometry (Å):
H 1.5408 1.6884 0.6363
O -0.1607 -1.1614 -0.2967
C -0.1845 -0.0064 -0.8588
O -1.3578 0.5906 -0.7320
C -2.0989 0.5224 0.4218
H -2.9662 1.1761 0.4019
H -2.1854 -0.4572 0.8865
C 1.2472 -1.6520 -0.1139
H 1.2436 -2.0821 0.8991
H 1.3437 -2.4913 -0.8186
Bi 2.1108 0.3390 -0.5257